This record from the OMol25 dataset describes an isolated molecule of C5H7BFNO3 at a distorted geometry. The level of theory is ωB97M-V with the def2-TZVPD basis set.

Element x y z (Å)
B 2.320 0.021 0.253
C -1.641 0.998 0.747
C -1.746 -0.432 0.683
C -0.793 1.649 -0.038
C -1.061 -1.092 -0.258
C 0.227 0.926 -0.801
N -0.167 -0.374 -1.064
O 1.814 -1.277 0.262
O 3.329 0.551 0.920
O 1.566 1.027 -0.351
F 0.370 1.604 -2.058
H -2.290 1.548 1.370
H -2.379 -1.110 1.317
H -0.575 2.764 0.024
H -0.995 -2.114 -0.396
H 0.446 -0.906 -1.719
H 2.298 -2.131 0.658
H 3.873 0.099 1.537

* F_max: 3.99 eV Å⁻¹
* energy relative to the best compared isomer or geometry (same formula, charge and spin): 2.23 kcal per mole
* E_LUMO: 0.05 eV
* electronic energy: -600.027763 Eh
* highest occupied orbital energy: -8.16 eV
* SMILES: OB(O)O[C@]1(F)C=CC=CN1

Here are the Mulliken charges for atoms 1 to 5, given in e: atom 1 (B): 0.7338, atom 2 (C): -0.0361, atom 3 (C): -0.5497, atom 4 (C): -1.1700, atom 5 (C): -0.3699